# C4H6AgO2

A molecular structure, C4H6AgO2 at a distorted geometry (ωB97M-V/def2-TZVPD, the OMol25 dataset).

```
13
Properties=species:S:1:pos:R:3:lowdin_charge:R:1
O -0.6221 -2.1204 2.1451 -0.325
C 0.0937 -3.6959 2.5681 -0.109
Ag -2.8167 -4.1353 3.0836 0.809
O -0.3811 -4.1183 3.5926 -0.135
C 0.2042 -1.1210 1.7360 -0.313
H 0.0460 -0.2204 2.3351 0.100
C 0.7022 -1.1079 0.4399 -0.103
H 1.4782 -1.8529 0.2186 0.063
H -0.9047 -1.5142 -0.3630 0.082
H 1.0226 -0.1321 0.0700 0.037
C -2.1168 -2.0147 -0.0076 -0.001
H -2.1313 -3.0748 -0.2941 -0.054
H -2.9270 -1.7224 0.6712 -0.049
```

Summary:
- energy (eV) = -12330.1288
- gap between HOMO and LUMO (alpha / beta) (eV) = 4.6841 / 4.5386
- <S²> = 0.756
- HOMO (alpha / beta) (eV) = -7.26 / -7.16
- multiplicity = 2
- total charge = 0
- ΔE to the lowest compared entry with this formula, charge and spin (kcal per mole) = 106.3